#w
# C4H11N3O2

2 unconnected molecules or ions with the total composition C4H11N3O2 (the ωB97M-V functional and the def2-TZVPD basis, the OMol25 dataset).

The orbital gap (alpha / beta) is 11.0853 / 6.7256 eV. The calculation puts the LUMO energy (alpha / beta) at -0.11191 / -0.27195 Ha. As for the spin multiplicity: 2. The charge is +1. The HOMO energy (alpha / beta) is -14.1 / -14.1 eV.

Last column: natural (NBO) charge in e.
CARTESIAN COORDINATES (ANGSTROEM)
C (1.46831, 0.00394, 1.34772)  0.591
C (-1.28568, -0.30657, -2.00023)  0.837
H (2.42827, 0.14934, 3.16498)  0.420
H (-3.33550, -0.59937, -2.68241)  0.271
H (0.00325, 1.14990, -2.84413)  0.508
N (0.21089, 0.11983, 1.62904)  -0.172
H (-3.15138, -0.37317, -0.86812)  0.241
H (-0.23523, 1.66086, 3.21096)  0.241
H (-3.06470, 0.89046, -1.99425)  0.255
H (3.39947, -0.05145, 1.83969)  0.399
O (-0.51097, -1.11607, -1.59167)  -0.618
H (1.15739, -0.97638, -0.43019)  0.465
O (-0.90860, 0.81853, -2.71940)  -0.731
N (2.53791, 0.35309, 2.17939)  -0.760
N (1.86010, -0.63887, 0.22387)  -0.678
H (2.77026, -0.38274, -0.12924)  0.413
H (-1.41712, 1.04899, 2.14761)  0.279
C (-2.77300, -0.15036, -1.86043)  -0.746
H (-0.82354, -0.13529, 3.25110)  0.281
C (-0.50390, 0.74696, 2.68222)  -0.493



#x
# C4H11N3O2

2 unconnected molecules or ions with the total composition C4H11N3O2 (the ωB97M-V functional and the def2-TZVPD basis, the OMol25 dataset).

The orbital gap (alpha / beta) is 9.7765 / 5.0768 eV. The calculation puts the LUMO energy (alpha / beta) at -0.12650 / -0.29917 Ha. As for the spin multiplicity: 2. The charge is +1. The HOMO energy (alpha / beta) is -13.2 / -13.2 eV.

Last column: natural (NBO) charge in e.
CARTESIAN COORDINATES (ANGSTROEM)
H (1.17560, 1.55292, -1.69698)  0.240
H (2.96378, -0.80422, -3.30540)  0.503
C (-0.58205, -0.72014, 1.67494)  0.550
C (1.27362, -0.13680, -2.87681)  0.773
C (0.49077, 0.94866, -2.16101)  -0.694
C (-1.04465, 1.71566, 1.85784)  -0.453
N (-0.21984, 0.47346, 1.78473)  -0.192
H (1.47934, -1.14423, 1.52415)  0.441
N (0.55284, -1.50338, 1.62108)  -0.515
H (-1.93371, -2.30452, 2.05603)  0.419
O (2.59826, -0.51488, -2.46816)  -0.708
H (0.48685, -2.43106, 1.71673)  0.394
N (-1.85635, -1.34187, 1.84708)  -0.810
H (-0.24804, 1.24619, -2.77147)  0.254
H (0.01055, 0.50484, -1.33087)  0.194
H (-1.18346, 2.04716, 0.89188)  0.251
O (0.85080, -0.46950, -3.97827)  -0.562
H (-0.48044, 2.53709, 2.39970)  0.262
H (-1.90620, 1.38336, 2.28774)  0.221
H (-2.42763, -1.03874, 0.92705)  0.430



Which of them is the most stable, and which is the least stable? #w and #x, in that order.



#w
# C14H27N3O3

C14H27N3O3 in the gas phase (the ωB97M-V functional and the def2-TZVPD basis, the OMol25 dataset).

The orbital gap is 8.4408 eV. The calculation puts the LUMO energy at 0.02138 Ha. As for the SMILES: CCCN(CCC)C[C@@H](O)CN1C(=O)NC(C)(C)C1=O. The HOMO energy is -7.9 eV.

Last column: natural (NBO) charge in e.
CARTESIAN COORDINATES (ANGSTROEM)
H (-1.21487, 5.62084, 1.83749)  0.214
C (-2.04305, -2.69134, -1.03946)  -0.401
C (0.12921, 2.96131, 0.08685)  0.712
C (2.50495, -2.25619, 0.40468)  -0.423
C (0.60626, -1.20661, -1.89514)  -0.218
H (2.61312, -1.52995, 2.43448)  0.209
H (-2.90755, -2.63748, -0.37550)  0.205
C (-0.45138, 3.66701, 1.31408)  0.024
H (-2.25752, 3.01969, 2.33056)  0.420
H (-0.20958, -1.14684, -2.62264)  0.186
H (-1.57991, 5.12187, 0.17873)  0.221
N (0.39891, -2.35521, -1.05718)  -0.477
C (-1.77828, 1.84313, 0.69376)  0.798
C (0.55030, 3.61612, 2.46857)  -0.605
H (-1.88411, -4.83989, -0.89469)  0.196
N (-1.61736, 2.85377, 1.57393)  -0.623
H (-2.81194, -4.28064, -2.28789)  0.206
H (1.85220, 1.75296, -1.46959)  0.497
H (0.94057, 0.01743, -0.11976)  0.158
H (2.17967, -3.29340, -1.44022)  0.191
H (-0.94936, -1.39263, 0.28528)  0.175
C (-1.94371, -4.07527, -1.66615)  -0.610
H (3.41552, -2.84919, 0.52113)  0.201
O (1.14799, 3.25533, -0.49501)  -0.617
H (1.48112, 4.08214, 2.15693)  0.233
O (-2.64070, 1.00729, 0.65990)  -0.610
H (-1.04883, -4.13535, -2.27983)  0.215
H (1.53249, -1.35617, -2.45333)  0.223
N (-0.70827, 1.93884, -0.21745)  -0.469
O (1.82643, 0.83531, -1.79139)  -0.740
H (1.61509, -2.97124, 2.23882)  0.201
C (-0.82486, 5.10772, 0.96165)  -0.604
H (0.75260, 2.58472, 2.74916)  0.221
H (0.05818, 5.63124, 0.60561)  0.232
C (1.89506, -2.02378, 1.78203)  -0.611
H (-0.53919, 1.54433, -2.25922)  0.221
H (1.25836, -3.94849, -0.08435)  0.188
H (-1.43549, 0.35637, -1.26939)  0.247
H (-0.66346, -3.11744, 0.54270)  0.197
H (2.79203, -1.30575, -0.04646)  0.205
C (1.58126, -3.01961, -0.56301)  -0.190
H (-2.18462, -1.94788, -1.82488)  0.189
C (-0.78682, -2.35262, -0.22642)  -0.210
C (-0.55403, 0.99882, -1.31044)  -0.265
C (0.74081, 0.17218, -1.19262)  0.078
H (0.15753, 4.14617, 3.33296)  0.213
H (1.00525, -1.40163, 1.72272)  0.198



#x
# C14H27N3O3

2 unconnected molecules or ions with the total composition C14H27N3O3 (the ωB97M-V functional and the def2-TZVPD basis, the OMol25 dataset).

The orbital gap is 9.8435 eV. The calculation puts the LUMO energy at 0.01666 Ha. As for the SMILES: CNC(=O)[C@H](CC(C)C)NC(C)=O.CC[C@@](C)(O)C#N. The HOMO energy is -9.4 eV.

Last column: natural (NBO) charge in e.
CARTESIAN COORDINATES (ANGSTROEM)
O (2.94311, -2.75832, 4.03498)  -0.701
O (-4.68273, 2.03356, 0.43409)  -0.628
C (2.78570, -4.03540, 3.40983)  0.146
H (-3.01436, 0.71991, -0.61535)  0.407
H (1.94565, -4.83409, 1.57899)  0.218
H (1.45166, 1.71784, 1.02336)  0.218
H (1.62414, 2.13269, -0.69384)  0.198
C (0.01981, 0.74186, -0.25820)  -0.218
N (-1.18040, 3.07610, -3.80218)  -0.612
C (-1.34361, 3.49282, -5.19484)  -0.417
H (-0.00118, -3.86259, 2.82670)  0.217
H (3.26071, -2.87006, 4.94762)  0.481
C (0.90766, 1.93702, 0.10401)  -0.609
H (0.71652, -2.24334, 2.67327)  0.219
H (1.68354, -0.36079, -1.08654)  0.200
C (0.91644, -0.49341, -0.32364)  -0.599
H (-2.40318, 3.58665, -5.44364)  0.238
H (-0.85982, 4.45686, -5.35584)  0.203
H (0.31633, -1.37034, -0.56558)  0.206
C (-3.74458, 3.99210, -0.51769)  -0.718
N (-2.86207, 1.70121, -0.78252)  -0.605
H (4.73059, -4.71751, 4.09784)  0.216
C (-0.68288, 0.94106, -1.61521)  -0.390
C (2.05591, -4.95746, 4.30480)  0.248
H (4.75701, -3.91735, 2.51300)  0.225
H (0.30119, 2.82324, 0.28166)  0.204
C (4.18712, -4.59561, 3.15548)  -0.605
C (-3.79636, 2.49833, -0.26537)  0.687
H (2.64727, -3.22154, 1.41350)  0.217
H (0.18674, -3.12602, 1.22645)  0.213
H (-0.28944, 3.24715, -3.36546)  0.388
C (-2.11983, 2.45998, -3.07196)  0.656
H (1.39419, -0.65368, 0.64310)  0.213
C (-1.72174, 2.08266, -1.63051)  -0.128
C (0.64982, -3.23367, 2.21160)  -0.614
H (0.08466, 1.14074, -2.36369)  0.206
H (-3.85717, 4.18063, -1.58362)  0.237
H (-1.18399, 0.01486, -1.90161)  0.215
H (-0.89604, 2.75030, -5.85719)  0.197
H (-1.25927, 2.97287, -1.20809)  0.207
C (2.04533, -3.85967, 2.06836)  -0.395
H (4.12919, -5.57161, 2.66291)  0.220
N (1.49024, -5.69023, 5.01397)  -0.306
H (-4.56893, 4.46301, 0.01552)  0.247
H (-2.80256, 4.39354, -0.15398)  0.214
H (-0.72127, 0.58855, 0.52641)  0.208
O (-3.23910, 2.22716, -3.51095)  -0.623



Which of them is the most stable, and which is the least stable? #w and #x, in that order.



#w
# C2H5BO2

2 unconnected molecules or ions with the total composition C2H5BO2 (the ωB97M-V functional and the def2-TZVPD basis, the OMol25 dataset).

The orbital gap is 9.2769 eV. The calculation puts the LUMO energy at -0.00761 Ha. The HOMO energy is -9.5 eV.

Last column: natural (NBO) charge in e.
CARTESIAN COORDINATES (ANGSTROEM)
C (-0.78432, 0.19061, 0.03150)  -0.249
B (0.69745, -0.05635, 0.09245)  0.997
H (2.55918, 0.61132, 0.08504)  0.469
H (-0.59149, 0.70476, -1.83422)  0.035
H (-2.84796, 0.38574, -0.13534)  0.233
O (1.63934, 0.92986, 0.39132)  -0.879
H (2.21973, -1.24058, -0.25243)  0.485
O (1.24431, -1.19919, -0.27077)  -0.871
C (-1.99660, -0.02624, 0.41477)  -0.443
H (-2.13966, -0.29992, 1.47769)  0.223



#x
# C2H5BO2

2 unconnected molecules or ions with the total composition C2H5BO2 (the ωB97M-V functional and the def2-TZVPD basis, the OMol25 dataset).

The orbital gap is 9.9649 eV. The calculation puts the LUMO energy at 0.01945 Ha. The HOMO energy is -9.4 eV.

Last column: natural (NBO) charge in e.
CARTESIAN COORDINATES (ANGSTROEM)
O (1.49637, 0.72076, 1.51238)  -1.062
H (-0.46032, -0.32227, -2.73356)  0.210
H (-0.30753, -1.70815, -0.96676)  0.238
H (1.91585, 1.19668, 0.79885)  0.447
O (-0.98431, -0.22953, 1.81174)  -0.886
C (-0.34449, 0.11321, -1.68893)  -0.274
B (-0.20331, -0.25153, 0.78177)  1.242
C (-0.15299, -0.69447, -0.67625)  -0.645
H (-0.59655, 0.07263, 2.61131)  0.540
H (-0.36272, 1.10267, -1.45053)  0.190



#y
# C2H5BO2

2 unconnected molecules or ions with the total composition C2H5BO2 (the ωB97M-V functional and the def2-TZVPD basis, the OMol25 dataset).

The orbital gap is 8.9692 eV. The calculation puts the LUMO energy at 0.00413 Ha. The HOMO energy is -8.9 eV.

Last column: natural (NBO) charge in e.
CARTESIAN COORDINATES (ANGSTROEM)
H (-1.13628, -0.05987, -2.26562)  0.207
C (-1.66344, 0.36663, -1.39993)  -0.472
O (2.03985, 0.03254, -0.24971)  -0.913
C (-1.27777, 0.20647, -0.11827)  -0.358
H (-1.74361, 0.57137, 0.82156)  0.197
H (2.84099, -0.23810, 0.11925)  0.494
O (0.99622, -0.43426, 1.84477)  -0.969
H (-2.71965, 0.67927, -1.60629)  0.191
B (0.97279, -0.27751, 0.44700)  1.118
H (1.69091, -0.84654, 2.40725)  0.505



Which of them is the most stable, and which is the least stable? #x and #w, in that order.